ORCA calculation (ωB97M-V/def2-TZVPD) on a molecular structure, C29H62F4IN8O9P2.

Its total charge is +1. The gap between HOMO and LUMO is 4.060 eV. The calculation puts the largest force on an atom at 8.76 eV Å⁻¹. Its HOMO energy is -10.37 eV. The value obtained for the total energy is -98949.4300 eV.

Element x y z (Å)
I1 -0.84873 0.10551 2.24051
P1 -4.49036 0.92384 2.62511
P2 -2.00858 -3.84707 3.96962
F1 -6.01198 -0.19185 5.91562
F2 -5.03814 -3.40686 4.93194
F3 -4.48224 -1.79083 6.76863
F4 -6.53503 -2.01082 3.77761
O1 5.82441 3.23925 -2.76515
O2 -4.48380 1.96199 1.22897
O3 -2.37268 -6.43281 2.12579
O4 3.81298 6.80252 -1.77725
O5 0.25665 4.01014 -1.43564
O6 -6.15241 0.83389 3.13122
O7 7.81075 0.33402 0.09416
O8 -5.96572 -5.31274 2.84839
O9 -0.49056 -4.47703 0.78450
N1 -3.91390 -4.38362 1.94649
N2 1.19382 6.42823 -3.19820
N3 -3.71894 -0.70266 2.34561
N4 5.14947 0.56213 -1.27870
N5 -1.73637 1.10772 -0.03672
N6 -1.35558 -2.68483 4.83721
N7 -3.71363 1.77879 3.80102
N8 -3.30500 -2.89179 0.01793
C1 -2.57413 -1.01047 1.35043
C2 -5.38444 -4.43301 1.98191
C3 0.78607 -4.63527 0.04308
C4 -5.10722 -2.04560 4.27167
C5 -0.77329 -3.03898 1.04235
C6 -0.82112 1.08340 -1.28201
C7 0.93786 -6.09040 -0.71873
C8 3.04259 7.85591 -2.37046
C9 7.37770 0.88509 1.33082
C10 7.01050 -0.77508 -0.33541
C11 -3.16017 -3.27333 2.50534
C12 -6.48267 -3.61541 1.05079
C13 -4.21661 -6.54739 0.46207
C14 1.54200 7.53087 -2.29552
C15 7.00802 3.12901 -1.98854
C16 1.56014 4.16804 -0.89509
C17 -4.01174 -1.91046 3.00934
C18 6.20860 -0.40293 -1.59300
C19 4.59008 6.08185 -2.72451
C20 5.40041 2.02121 -3.37566
C21 4.51643 1.14332 -2.46765
C22 -2.97559 -3.77450 -1.09260
C23 -2.04558 -3.17750 -2.32380
C24 -3.36773 -5.69600 1.64144
C25 -0.16189 5.90791 -2.98985
C26 -2.58786 -0.18024 -0.10356
C27 -4.81205 -1.01296 5.51263
C28 -2.37661 -2.66727 1.14371
C29 -0.45399 5.23122 -1.63582
H1 1.64066 -4.59301 0.85843
H2 -3.69607 0.05443 -0.40307
H3 -3.99853 -4.08709 -1.62947
H4 -0.88461 6.71507 -3.15440
H5 0.96634 8.42020 -2.57335
H6 1.85298 5.66602 -3.06127
H7 -0.32220 5.90847 -0.78521
H8 1.79691 3.27476 -0.31380
H9 1.79651 -6.74668 -0.24459
H10 -1.70034 -1.78701 4.45132
H11 -0.03713 -6.74929 -0.68376
H12 -1.15024 -2.61116 -1.80955
H13 0.11882 0.39623 -1.13747
H14 -0.33446 5.16678 -3.77959
H15 4.78415 2.31972 -4.23255
H16 -6.42204 -4.05198 -0.05467
H17 6.75278 2.92660 -0.94714
H18 7.70714 -1.57998 -0.59528
H19 -4.21292 -2.41195 0.03499
H20 8.11361 1.62681 1.65043
H21 -0.16037 -2.81642 2.03483
H22 5.75858 -1.30813 -2.01439
H23 -2.10523 -0.78093 -0.98121
H24 7.30614 0.11040 2.10255
H25 -2.47165 -4.82750 -0.84052
H26 2.29257 4.23198 -1.70136
H27 7.69084 2.36534 -2.37072
H28 -1.43288 0.84769 -2.26480
H29 5.24303 5.39602 -2.17939
H30 -1.59450 -4.10506 -2.89099
H31 -2.84282 -4.71878 4.80822
H32 -2.32862 1.95213 -0.21309
H33 6.25048 1.47465 -3.79784
H34 6.41618 1.38922 1.21501
H35 -0.93352 -4.64086 3.36804
H36 7.52140 4.09218 -2.01386
H37 4.06988 0.34007 -3.06455
H38 5.21428 6.75964 -3.31763
H39 3.68717 1.76315 -2.10585
H40 -2.66980 -2.46673 -3.05225
H41 -4.69252 -5.83983 -0.33886
H42 -0.46721 2.21740 -1.40207
H43 -0.28956 -2.32280 0.22048
H44 -5.03232 -7.16424 1.06663
H45 5.54302 1.31852 -0.72445
H46 1.63869 5.03745 -0.23670
H47 -5.38056 1.80509 0.77588
H48 3.35627 8.07221 -3.39860
H49 -1.51621 4.95768 -1.63582
H50 -7.60106 -3.76740 1.40115
H51 1.30727 7.27816 -1.25745
H52 6.90949 0.00737 -2.32576
H53 1.23958 -5.95852 -1.86606
H54 0.94014 -3.80892 -0.79808
H55 6.35742 -1.15000 0.46155
H56 3.23181 8.75487 -1.77317
H57 -6.29529 -2.45491 1.02845
H58 -6.69472 0.41828 2.39352
H59 -2.91838 1.21560 4.16619
H60 3.94950 5.49023 -3.38157
H61 -3.50338 -7.35548 -0.04657
H62 -3.85668 -0.37196 5.30897

Force components x, y, z for each atom (eV/Å):
0.07 -1.30 1.42
0.32 6.18 3.76
0.99 -0.13 1.08
3.93 -2.76 -1.87
0.26 4.14 -2.89
-1.13 2.20 -4.17
4.60 0.27 1.11
0.13 -0.67 -0.24
-2.38 -3.78 1.55
-5.14 5.80 -1.78
-0.11 0.22 -0.55
-0.06 0.64 0.18
2.88 -1.41 -3.39
-0.49 -0.22 0.31
4.03 5.40 -5.59
0.12 2.04 -1.49
-1.79 -1.75 0.79
-0.21 0.05 0.31
-0.94 -5.78 0.28
0.08 -0.11 -0.20
-1.42 -1.11 -3.30
-1.40 0.55 -1.40
-1.25 -3.50 -2.84
2.20 -0.49 0.07
2.23 1.63 -1.58
-5.09 -4.33 4.44
1.38 -0.65 -0.29
-2.39 -2.44 1.41
1.22 0.04 -0.11
0.33 1.80 -0.37
0.07 -0.62 -0.35
-0.42 -0.02 0.59
0.30 0.02 -0.18
0.25 0.12 -0.69
0.74 1.53 -0.99
0.43 0.08 -0.61
-0.06 -0.13 0.94
0.59 -0.24 -0.38
-0.10 0.31 0.06
0.16 -0.31 -0.09
-0.39 0.64 -0.43
0.02 0.23 0.71
0.17 0.02 0.42
-0.54 0.14 -0.09
0.22 0.31 0.29
-0.57 -1.96 -3.01
0.04 -0.03 0.82
2.83 -5.83 -0.03
0.42 -0.28 -0.01
-0.65 0.70 -0.43
-0.72 0.39 3.66
-1.29 2.25 0.99
-0.46 0.03 -0.45
-1.58 0.26 -1.80
1.99 -0.48 0.51
2.06 0.72 1.29
0.07 -0.01 0.12
0.01 -0.08 -0.01
-0.09 0.23 -0.07
0.22 -0.06 -0.03
-0.09 -0.03 0.02
-1.81 1.49 -0.80
0.71 -0.25 0.62
1.81 1.53 0.04
-1.66 -0.92 -1.34
-1.99 1.14 -0.23
-0.09 0.04 0.14
0.05 0.02 0.11
0.10 1.04 2.33
0.21 -0.15 0.09
-0.08 0.04 0.01
0.97 -0.56 -0.05
-0.02 -0.13 -0.13
-1.89 0.06 -1.78
-0.01 0.06 0.01
-1.14 0.46 2.16
-0.07 0.09 -0.03
-1.08 2.53 0.18
0.17 0.17 0.14
-0.10 -0.03 0.06
1.32 0.09 1.90
-0.25 0.19 -0.07
-1.00 1.99 0.93
0.53 0.40 -1.32
0.38 -1.11 0.59
0.08 0.01 0.20
-0.17 -0.03 0.17
-1.44 0.20 0.23
-0.06 -0.02 -0.08
0.13 0.00 -0.01
-0.09 -0.07 -0.05
0.07 0.01 -0.15
1.56 -1.56 1.65
0.80 -1.45 1.63
-0.46 -2.65 0.21
-1.13 -1.63 1.53
1.61 1.45 -1.45
-0.06 -0.21 -0.12
-0.02 0.00 -0.14
1.70 0.65 0.51
-0.06 -0.23 0.08
0.08 -0.02 -0.02
2.72 0.02 -0.26
0.05 0.20 0.19
0.18 -0.18 -0.06
-0.78 -0.08 2.58
-0.50 -1.46 2.04
0.00 0.23 -0.04
-0.05 -0.04 -0.07
-0.15 -2.21 -0.04
0.36 0.58 1.29
-0.50 0.68 -0.33
0.08 -0.04 -0.21
-1.37 2.13 1.28
-2.24 -0.90 0.49